Molecular formula: C4H8ClOP
Method: DFT, ωB97M-V/def2-TZVPD

Computed properties:
relative energy (zero: lowest compared OMol25 entry of this formula, charge and spin): 238.4 kJ/mol
SMILES: C=CC[C@@H](Cl)PO
HOMO-LUMO gap: 9.899 eV
lowest unoccupied orbital energy: 0.6 eV

Last column: natural (NBO) charge in e.
Cartesian coordinates (Å):
C1 1.90528 -1.36053 1.15461  -0.40
C2 0.68979 -1.34311 0.56562  -0.17
C3 0.39077 -0.59512 -0.68021  -0.50
C4 -0.86960 0.20312 -0.59983  -0.49
Cl1 -2.20596 -0.88339 -0.03673  -0.09
P1 -0.83704 1.69247 0.46573  0.92
O1 -1.93882 2.49042 -0.48328  -1.00
H1 1.75982 -1.82120 2.14670  0.20
H2 2.73563 -0.69782 1.07486  0.20
H3 -0.01228 -2.02277 0.88702  0.21
H4 1.30791 -0.07497 -1.13542  0.23
H5 0.27502 -1.30301 -1.53257  0.23
H6 -1.19025 0.43588 -1.58546  0.24
H7 0.43235 1.99796 -0.10112  -0.10
H8 -2.44263 3.28207 -0.13993  0.51

Atoms 1-3, force components in eV/Å:
C -2.9 -0.2 2.0
C 3.9 1.3 -1.3
C 1.6 -0.8 -1.9